No. 1
46
Properties=species:S:1:pos:R:3:forces:R:3:lowdin_charge:R:1 method="wB97M-V/def2-TZVPD" smiles="O=C(NCc1cccnc1)c1ccc(COc2ccc3c(c2)CCC3)o1" lumo_energy_ha=0.0230
O -2.976 -2.430 2.054 0.1 -0.2 -0.2 0.07
C -2.281 -1.439 2.173 0.0 0.3 0.2 -0.44
N -2.646 -0.354 2.900 0.0 0.3 0.1 0.07
H -2.033 0.445 2.933 0.0 -0.1 0.0 0.15
C -3.928 -0.264 3.554 -0.1 -0.3 0.1 -0.13
C -4.748 0.898 3.068 -0.1 0.2 0.0 -0.19
C -4.702 1.316 1.741 0.1 -0.3 0.2 -0.10
N -5.402 2.328 1.265 0.0 0.2 -0.5 0.06
C -6.202 2.980 2.091 -0.2 0.2 0.2 -0.16
C -6.336 2.652 3.431 0.0 -0.1 0.0 -0.06
C -5.592 1.595 3.926 0.1 0.0 -0.2 -0.03
H -5.664 1.309 4.966 0.0 0.0 0.1 0.11
H -7.001 3.210 4.072 -0.1 0.1 0.0 0.10
H -6.755 3.801 1.654 -0.1 0.1 0.1 0.10
H -4.069 0.806 1.025 0.1 -0.1 0.0 0.12
H -4.442 -1.207 3.331 0.1 0.1 0.2 0.13
H -3.792 -0.194 4.641 -0.1 0.0 -0.1 0.13
C -0.953 -1.324 1.554 0.3 -1.1 -0.6 -0.17
C -0.238 -2.245 0.837 -0.6 0.5 0.5 0.03
C 0.980 -1.623 0.490 0.1 0.6 0.2 0.01
C 0.928 -0.362 1.014 0.5 -0.5 -0.4 -0.23
O -0.238 -0.171 1.665 -0.1 0.3 0.1 0.09
C 1.902 0.778 1.002 -0.4 0.3 0.2 -0.12
O 3.212 0.392 0.688 0.1 -0.2 -0.1 -0.03
C 3.538 0.099 -0.613 0.1 0.0 -0.2 -0.26
C 2.650 0.132 -1.686 0.0 0.1 0.3 0.03
C 3.125 -0.188 -2.943 0.3 -0.1 0.0 -0.18
C 4.455 -0.533 -3.150 -0.2 0.0 0.0 -0.20
C 5.336 -0.561 -2.086 -0.1 0.1 0.1 -0.02
C 4.872 -0.246 -0.821 -0.1 0.0 0.2 0.00
H 5.530 -0.263 0.033 0.1 0.0 0.1 0.12
H 6.372 -0.829 -2.231 0.1 0.0 0.0 0.11
C 4.706 -0.823 -4.601 0.1 0.0 -0.1 -0.13
H 5.198 0.035 -5.068 0.0 0.0 -0.1 0.12
H 5.341 -1.695 -4.752 0.1 0.0 0.0 0.11
C 3.291 -1.020 -5.168 0.0 0.0 -0.1 -0.17
H 3.026 -2.077 -5.116 0.0 0.0 0.0 0.11
H 3.212 -0.701 -6.205 0.0 -0.1 0.0 0.10
C 2.366 -0.219 -4.237 -0.1 0.0 -0.1 -0.13
H 2.231 0.802 -4.606 -0.1 0.0 0.0 0.12
H 1.380 -0.671 -4.136 -0.1 0.1 0.0 0.12
H 1.609 0.380 -1.554 -0.1 0.0 0.1 0.12
H 1.548 1.572 0.326 0.1 -0.1 0.1 0.14
H 1.960 1.201 2.012 -0.1 0.0 -0.2 0.14
H 1.787 -2.051 -0.070 0.2 0.0 -0.1 0.12
H -0.556 -3.239 0.598 -0.1 -0.2 0.0 0.12

---

No. 2
47
Properties=species:S:1:pos:R:3:forces:R:3:lowdin_charge:R:1 method="wB97M-V/def2-TZVPD" smiles="Cc1ccc(C(=O)Nc2ccc3c(c2)C(=O)N(C[C@H]2CCCO2)C3=O)cc1" lumo_energy_ha=-0.0158
C -2.588 2.603 5.088 -0.1 0.0 0.0 -0.05
C -1.329 2.656 4.281 0.1 0.0 0.0 -0.27
C -0.702 3.871 4.025 0.0 -0.1 0.0 -0.03
C 0.450 3.926 3.265 0.2 -0.1 -0.2 -0.01
C 0.987 2.764 2.721 -0.2 0.0 0.4 -0.18
C 0.376 1.541 2.988 0.1 0.2 0.0 -0.03
C -0.768 1.495 3.760 0.0 0.0 0.0 -0.03
H -1.232 0.541 3.967 0.0 -0.1 0.0 0.11
H 0.805 0.626 2.606 0.0 -0.1 -0.1 0.12
C 2.260 2.843 1.962 0.2 0.0 0.0 -0.42
O 3.204 3.509 2.327 0.0 0.1 0.1 0.10
N 2.379 2.060 0.834 0.6 0.0 0.0 0.14
C 1.416 1.432 0.057 -0.4 -0.3 -0.4 -0.23
C 0.101 1.899 -0.019 0.0 0.0 -0.1 0.00
C -0.846 1.261 -0.804 0.0 -0.2 -0.1 0.03
C -0.460 0.151 -1.529 0.6 0.1 0.3 -0.07
C 0.863 -0.299 -1.485 -0.5 0.5 0.2 -0.07
C 1.811 0.324 -0.708 -0.1 0.1 0.0 0.07
H 2.830 -0.032 -0.686 0.1 -0.1 0.0 0.13
C 0.976 -1.479 -2.380 0.2 0.0 -0.1 -0.37
O 1.953 -2.134 -2.653 0.1 0.1 0.1 0.12
N -0.294 -1.683 -2.882 -0.1 -0.3 -0.2 0.05
C -1.213 -0.720 -2.459 -0.2 0.1 -0.1 -0.35
O -2.349 -0.633 -2.840 0.0 0.0 0.1 0.14
C -0.659 -2.772 -3.754 -0.3 -0.5 0.0 -0.05
H 0.183 -2.995 -4.412 -0.1 0.0 0.0 0.14
H -1.522 -2.439 -4.335 0.1 0.0 0.0 0.13
C -1.057 -4.041 -2.972 0.3 0.1 -0.5 -0.29
O -2.127 -3.728 -2.094 0.0 0.2 -0.2 -0.09
C -1.809 -4.125 -0.776 0.1 -0.2 0.4 -0.19
H -2.234 -5.120 -0.578 0.0 0.1 0.0 0.12
H -2.263 -3.405 -0.092 0.0 -0.1 0.0 0.12
C -0.285 -4.172 -0.700 -0.2 0.0 -0.1 -0.14
H 0.070 -4.854 0.070 0.0 0.0 0.1 0.11
H 0.120 -3.178 -0.500 0.0 0.0 0.1 0.10
C 0.076 -4.630 -2.112 -0.1 0.0 0.0 -0.12
H 1.054 -4.279 -2.431 0.0 -0.1 0.0 0.10
H 0.057 -5.718 -2.170 0.0 0.0 0.0 0.12
H -1.408 -4.773 -3.715 0.1 0.1 0.1 0.15
H -1.859 1.629 -0.858 -0.1 0.1 0.0 0.13
H -0.177 2.781 0.535 0.0 0.0 0.0 0.12
H 3.334 1.976 0.505 -0.1 0.1 0.1 0.16
H 0.945 4.868 3.080 0.1 0.1 0.0 0.12
H -1.118 4.781 4.433 0.0 0.1 0.1 0.11
H -2.691 1.641 5.585 0.0 0.0 0.1 0.08
H -2.603 3.392 5.836 0.0 0.0 0.1 0.08
H -3.451 2.741 4.437 -0.1 0.0 0.0 0.09

---

No. 3
48
Properties=species:S:1:pos:R:3:forces:R:3:lowdin_charge:R:1 method="wB97M-V/def2-TZVPD" smiles="CS(=O)(=O)N1CC=C(c2cc3c(-c4ccc(CC#N)cc4)cc[nH]c-3n2)CC1" lumo_energy_ha=-0.0163
N 3.307 2.262 7.710 -0.5 0.6 -2.8 0.14
O 2.122 -2.558 -6.146 -0.5 -0.5 0.8 -0.32
O -0.201 -3.201 -6.726 1.9 -0.5 2.5 -0.34
C 3.235 2.564 6.579 1.1 -0.5 2.9 -0.20
N -2.641 -0.266 -0.608 -0.7 -0.1 -0.6 0.14
C -2.795 0.383 0.514 -0.3 -0.4 0.7 -0.26
C -0.574 0.374 0.102 0.9 0.0 0.3 0.00
C -2.772 1.723 3.002 -0.1 -1.2 -1.7 -0.01
C -1.267 -0.261 -0.888 -0.7 0.2 0.2 -0.24
C -1.522 0.795 1.080 -0.4 0.6 0.7 -0.12
C -1.494 1.466 2.287 -0.6 0.7 1.0 -0.07
C -3.978 1.238 2.454 1.5 0.3 0.0 -0.07
C -1.581 -1.512 -2.975 1.1 0.7 0.7 0.00
C -0.730 -0.878 -2.111 -1.5 -0.9 -1.5 -0.17
C -0.148 3.129 3.630 0.0 -0.3 -0.1 -0.03
C 0.894 1.041 2.986 0.2 1.0 0.7 -0.01
C 0.972 3.443 4.368 0.4 -0.2 0.3 -0.03
C 2.017 1.382 3.739 -0.9 0.5 -0.3 -0.02
C -0.200 1.922 2.946 -1.1 -1.3 -0.6 -0.15
C 2.066 2.579 4.454 -0.2 -0.1 -1.0 -0.24
N -3.990 0.587 1.221 1.9 0.7 0.7 0.12
N 0.311 -2.348 -4.293 1.0 -1.2 -1.1 -0.24
C 3.325 2.995 5.184 -0.8 0.5 -0.1 -0.13
C -1.139 -2.178 -4.253 -0.6 -0.7 0.1 -0.21
C 0.752 -0.820 -2.428 -0.4 -0.1 0.5 -0.13
C 1.083 -1.159 -3.894 -0.4 0.5 0.2 -0.18
C 1.267 -4.810 -5.086 -0.2 -0.3 0.7 -0.14
S 0.886 -3.173 -5.708 -1.7 1.5 -1.6 0.67
H 0.497 0.476 0.160 0.0 0.1 0.0 0.10
H -2.782 2.219 3.981 0.0 -0.3 -0.6 0.10
H -4.918 1.347 3.023 0.5 -0.2 -0.8 0.12
H -2.653 -1.478 -2.811 0.1 -0.1 0.2 0.10
H -0.974 3.828 3.585 0.0 -0.1 0.0 0.12
H 0.926 0.090 2.487 -0.4 -0.1 -0.2 0.11
H 0.969 4.368 4.912 0.2 0.4 0.2 0.11
H 2.819 0.682 3.715 0.7 -0.2 0.3 0.11
H -4.831 0.297 0.769 -0.5 -0.2 0.0 0.14
H 4.200 2.583 4.682 0.0 -0.1 0.3 0.12
H 3.382 4.102 5.133 0.2 -0.6 0.3 0.13
H -1.520 -1.579 -5.084 0.1 0.1 -0.2 0.12
H -1.635 -3.185 -4.404 0.6 1.0 0.4 0.14
H 1.227 -1.536 -1.746 0.3 0.1 -0.2 0.12
H 1.110 0.184 -2.151 0.1 -0.3 -0.3 0.12
H 2.167 -1.315 -3.994 -0.5 -0.1 -0.2 0.12
H 0.778 -0.326 -4.557 0.3 -0.1 0.3 0.14
H 1.964 -4.718 -4.230 -0.3 0.2 -0.7 0.08
H 0.378 -5.346 -4.719 0.1 0.6 -0.2 0.07
H 1.691 -5.415 -5.889 0.1 0.3 -0.1 0.07

---

No. 4
52
Properties=species:S:1:pos:R:3:forces:R:3:lowdin_charge:R:1 method="wB97M-V/def2-TZVPD" total_charge=+1 multiplicity=5 lumo_energy_ha="-0.1116 / -0.2434" s2=6.070
Rh 0.233 1.012 0.162 -0.5 -0.1 0.5 1.24
C -0.877 -4.656 0.220 -0.2 -0.4 -0.1 -0.05
C -2.183 -4.160 0.150 -0.6 -0.1 0.0 -0.06
C -2.435 -2.805 0.278 -0.4 -0.2 -0.1 0.00
C -1.345 -1.931 0.491 -0.2 2.1 0.0 -0.24
C -0.029 -2.438 0.584 0.5 -0.5 0.0 -0.04
C 0.197 -3.792 0.438 0.5 0.3 0.1 -0.06
N -1.485 -0.554 0.583 4.4 -2.6 -0.3 -0.04
N -2.649 -0.023 0.573 -4.1 3.3 0.1 0.05
C -2.648 1.353 0.450 0.9 -2.9 -0.1 -0.27
C -3.871 2.023 0.360 -1.3 1.0 0.0 -0.02
C -3.890 3.400 0.244 -0.7 -0.7 0.0 -0.05
C -2.690 4.125 0.216 -0.3 0.6 0.0 -0.06
C -1.477 3.469 0.299 1.1 -0.5 0.2 -0.10
C -1.412 2.081 0.380 -0.3 0.5 -0.5 -0.21
H -0.713 -5.730 0.114 0.0 0.4 0.0 0.12
H -3.020 -4.861 0.001 0.5 0.5 0.1 0.12
H -3.436 -2.377 0.213 0.3 -0.2 0.1 0.11
H 0.800 -1.759 0.778 -0.2 -0.1 -0.1 0.09
H 1.214 -4.194 0.504 -0.4 0.2 0.0 0.12
H -4.791 1.434 0.382 0.3 0.2 0.0 0.13
H -4.848 3.932 0.177 0.5 -0.3 0.0 0.12
H -2.733 5.214 0.121 0.1 -0.4 0.1 0.12
H -0.537 4.029 0.305 -0.4 0.0 -0.1 0.11
O 4.491 0.663 4.115 -0.9 0.1 -1.6 0.13
C 3.305 0.746 4.694 1.0 -0.3 3.3 -0.48
O 3.180 0.707 5.926 0.0 0.1 -2.5 0.09
C 2.102 0.889 3.871 -1.2 0.2 -2.1 -0.02
C 0.810 1.068 4.360 -0.4 0.0 -0.7 0.06
N -0.054 1.178 3.303 1.3 -0.1 -0.1 0.08
N 0.638 1.070 2.128 0.5 -0.1 1.4 -0.07
C 1.947 0.887 2.442 -1.8 0.4 2.2 -0.09
C 2.853 0.669 1.320 2.9 -0.6 -1.2 -0.51
O 4.102 0.632 1.492 -2.7 0.1 -0.2 0.08
O 2.255 0.480 0.183 0.6 0.1 0.3 -0.18
H 4.400 0.683 3.076 0.3 0.0 1.4 0.10
H 0.484 1.114 5.397 0.0 0.0 -0.4 0.16
H -1.071 1.309 3.292 0.7 -0.1 0.0 0.18
O 0.158 1.160 -1.862 -0.5 0.3 0.7 -0.64
S 1.455 0.803 -2.633 -0.2 -0.7 -0.8 1.06
C 0.875 0.922 -4.373 -0.1 0.4 0.0 -0.29
C 1.323 -0.374 -5.026 0.4 -0.3 -0.5 -0.24
C 0.965 -1.483 -4.037 -0.5 -0.8 -0.3 -0.23
C 1.463 -1.041 -2.666 0.5 0.1 0.0 -0.29
H 1.308 1.829 -4.826 -0.2 -0.4 0.2 0.10
H -0.232 1.004 -4.316 0.7 0.0 0.1 0.12
H 2.417 -0.346 -5.213 -0.5 -0.1 0.1 0.13
H 0.842 -0.525 -6.010 0.2 0.2 0.5 0.13
H 1.402 -2.467 -4.319 -0.2 0.7 0.2 0.13
H -0.137 -1.645 -4.017 0.6 0.3 0.0 0.13
H 2.510 -1.333 -2.486 -0.4 0.1 0.0 0.11
H 0.835 -1.392 -1.839 0.2 0.2 -0.1 0.07

---

No. 5
56
Properties=species:S:1:pos:R:3:forces:R:3:lowdin_charge:R:1 method="wB97M-V/def2-TZVPD" total_charge=-1 lumo_energy_ha=-0.0032
C -4.750 0.071 3.805 0.2 0.0 -0.5 -0.09
N -4.599 0.588 2.459 -1.1 0.6 0.7 -0.26
C -5.824 0.585 1.682 0.6 -0.1 0.1 -0.09
C -3.345 0.642 1.834 1.0 -0.1 -0.6 -0.28
C -2.813 -0.487 1.171 -0.1 0.6 0.3 -0.01
C -1.587 -0.392 0.521 -0.3 0.3 0.0 -0.03
C -0.917 0.834 0.481 0.4 -0.2 -0.1 -0.18
C 0.387 0.943 -0.278 -0.6 0.1 -0.4 -0.15
C 1.584 0.701 0.525 1.9 -0.6 2.2 -0.12
C 2.010 1.769 1.412 -0.8 -1.2 -1.0 -0.45
O 1.509 2.878 1.436 0.4 0.3 0.3 0.05
O 2.989 1.461 2.331 0.7 -0.2 0.0 0.05
C 3.742 0.255 2.122 -1.0 0.0 0.3 -0.54
C 4.734 0.407 0.983 0.1 0.0 -0.2 0.01
C 4.456 -0.022 3.449 -0.4 0.0 -0.3 0.00
O 2.837 -0.841 1.878 0.9 0.0 0.1 0.06
C 1.899 -0.663 0.888 -0.9 2.0 -0.5 -0.46
O 1.318 -1.633 0.418 0.4 -0.7 0.0 0.03
C -1.407 1.941 1.170 -0.1 0.0 0.1 -0.03
C -2.607 1.848 1.857 -0.5 -0.6 -0.1 -0.01
H -3.822 0.210 4.371 -0.2 0.0 -0.1 0.09
H -5.564 0.619 4.297 0.1 -0.1 0.1 0.07
H -5.004 -1.002 3.800 0.0 0.0 0.2 0.07
H -5.673 1.119 0.737 0.0 -0.1 0.2 0.09
H -6.166 -0.438 1.462 -0.2 0.0 -0.1 0.07
H -6.604 1.094 2.262 0.0 -0.1 -0.2 0.07
H -3.364 -1.430 1.175 0.1 0.3 0.1 0.11
H -1.137 -1.264 0.046 -0.1 0.2 0.0 0.10
H 0.386 0.159 -1.035 -0.4 0.4 -0.2 0.08
H 0.494 1.956 -0.683 -0.3 -0.2 -0.4 0.12
H 4.229 0.646 0.042 0.1 0.0 0.2 0.08
H 5.436 1.210 1.230 -0.1 -0.1 -0.1 0.09
H 5.291 -0.529 0.866 -0.1 0.1 0.0 0.09
H 3.719 -0.080 4.255 0.1 0.0 -0.2 0.09
H 5.001 -0.966 3.385 0.0 0.1 0.0 0.09
H 5.147 0.798 3.657 -0.1 -0.1 0.0 0.09
H -0.825 2.862 1.172 -0.2 -0.3 0.0 0.11
H -3.009 2.708 2.400 0.0 -0.3 -0.2 0.11
O -1.997 -3.216 -4.674 1.2 2.0 0.2 0.08
N -1.682 -2.016 -4.744 -2.0 -0.1 -1.1 -0.31
O -2.395 -1.161 -5.321 1.2 -1.4 0.9 0.04
C -0.464 -1.514 -4.129 0.7 0.8 0.8 -0.05
C -0.196 -0.147 -4.180 -0.3 -1.2 0.0 0.11
C 0.921 0.391 -3.502 1.3 -1.6 1.0 -0.12
N 1.215 1.802 -3.591 0.7 2.6 0.1 -0.31
O 0.494 2.518 -4.314 0.9 -1.4 1.0 0.06
O 2.188 2.251 -2.951 -1.8 -1.1 -1.2 0.07
C 1.784 -0.410 -2.722 -0.4 1.2 -0.7 0.12
C 1.542 -1.775 -2.731 0.6 -1.6 0.1 -0.10
N 2.374 -2.825 -2.329 -0.3 0.8 -0.3 -0.13
O 3.432 -2.859 -1.739 -1.2 -0.2 -0.7 0.11
O 1.787 -4.008 -2.852 0.3 1.2 0.9 0.05
N 0.607 -3.727 -3.494 -0.2 2.1 0.2 0.13
C 0.469 -2.375 -3.416 -0.4 -2.0 -1.2 -0.13
H -0.847 0.516 -4.744 0.1 -0.2 0.2 0.13
H 2.617 -0.004 -2.153 -0.2 0.2 -0.1 0.14